1.
Molecular formula: C24H25BrI2NO5SiTi
Method: DFT, ωB97M-V/def2-TZVPD

## Properties
- charge = -1
- energy above the lowest of the compared OMol25 structures with the same formula, charge and spin (eV) = 2.484
- orbital gap (spin up / spin down) (eV) = 3.76 / 3.77
- E_HOMO (spin up / spin down) (eV) = -3.04 / -3.05
- LUMO (spin up / spin down) (eV) = 0.72 / 0.72

```
60
C24H25BrI2NO5SiTi | OMol25 | ωB97M-V/def2-TZVPD
Ti -1.17141 1.21498 -1.04481
Br 1.90161 6.11972 2.16727
C 0.87943 5.84689 0.57678
C 1.05620 6.72965 -0.47758
C 0.28603 6.49356 -1.61230
C -0.56065 5.40810 -1.63961
C -0.61045 4.56166 -0.52579
N 0.08830 4.80976 0.59217
C -1.32666 3.30337 -0.61932
O -1.74643 2.88119 -1.75486
O -1.39709 2.42722 0.32777
H 1.74762 7.55528 -0.41904
H 0.37428 7.14663 -2.47047
H -1.17230 5.16411 -2.49615
I -3.71142 0.42787 -1.37735
I -5.48784 -2.27041 -1.99864
C 2.10855 1.47847 -3.13505
C 0.86070 1.36568 -2.30052
O -0.19959 0.88240 -2.79874
O 0.86426 1.73805 -1.09729
H 1.88172 1.26008 -4.17483
H 2.84189 0.76774 -2.75306
H 2.51857 2.48185 -3.02995
C 0.35765 -4.28454 -0.65466
C 0.14860 -2.84197 -1.12644
C 1.41527 -2.34909 -1.84245
C -1.00640 -2.81483 -2.14195
Si -0.28348 -1.66751 0.32062
O -0.91923 -0.34359 -0.38185
C 1.21041 -1.00849 1.29288
C 1.13814 0.30776 1.75909
C 2.18053 0.87834 2.47304
C 3.33036 0.14369 2.72573
C 3.42396 -1.16299 2.27076
C 2.36949 -1.73316 1.57125
C -1.54605 -2.32003 1.56215
C -1.24099 -2.33150 2.92602
C -2.17587 -2.73669 3.86697
C -3.43584 -3.15096 3.45692
C -3.76242 -3.13350 2.10745
C -2.83010 -2.71114 1.17323
H 0.57194 -4.93297 -1.51001
H -0.53709 -4.66184 -0.15594
H 1.19451 -4.35927 0.04601
H 1.69924 -3.05883 -2.62620
H 2.25895 -2.23849 -1.15679
H 1.22676 -1.38332 -2.31621
H -0.74249 -3.41691 -3.01762
H -1.20661 -1.79751 -2.47974
H -1.92525 -3.22594 -1.72002
H 0.24892 0.89239 1.56580
H 2.09689 1.89881 2.82650
H 4.14713 0.58863 3.28078
H 4.32422 -1.73660 2.45703
H 2.44805 -2.76382 1.24125
H -0.25658 -2.01210 3.25008
H -1.91877 -2.71991 4.91965
H -4.15968 -3.48856 4.18893
H -4.74824 -3.43983 1.78145
H -3.12126 -2.67758 0.12767
```

---

2.
Molecular formula: C24H25F3O3
Method: DFT, ωB97M-V/def2-TZVPD

## Properties
- orbital gap (eV) = 3.06
- E_HOMO (eV) = -6.16
- LUMO (eV) = -3.11

```
55
C24H25F3O3 | OMol25 | ωB97M-V/def2-TZVPD
C -0.08073 4.20536 3.86596
C -1.02170 3.22172 3.19948
O -0.42216 1.95868 3.04071
C -1.28874 1.09502 2.42024
C -0.79862 -0.25753 2.28813
C -1.56984 -1.24537 1.61615
O -2.57195 -0.99791 0.95496
C -1.15299 -2.68259 1.68006
C 0.02645 -2.97507 0.75735
C 1.28029 -2.14616 1.09306
C 1.34773 -1.76575 2.57722
C 0.57318 -0.46802 2.87284
O -2.39048 1.45843 2.02232
H -0.52000 5.19638 3.99425
H 0.21868 3.84244 4.84916
H 0.83200 4.31706 3.28108
H -1.93960 3.07203 3.78666
H -1.33288 3.56141 2.20163
H -0.92824 -2.95326 2.71603
H -2.02089 -3.29327 1.40902
H 0.26090 -4.04531 0.79480
H -0.26844 -2.78897 -0.28115
H 2.18690 -2.68297 0.78209
H 1.28724 -1.21624 0.50876
H 0.98516 -2.59542 3.19541
H 2.39213 -1.63672 2.89760
H 1.18462 0.36467 2.49794
H 0.51539 -0.29842 3.95436
F 1.74097 -4.81363 -3.53179
C 2.68428 -3.85181 -3.61807
F 3.73237 -4.14920 -2.82034
F 3.09097 -3.70563 -4.89667
C 2.08725 -2.53462 -3.15389
C 2.87193 -1.63490 -2.46035
C 2.35443 -0.44235 -2.03122
C 1.01211 -0.08730 -2.29212
C 0.54916 1.14632 -1.77053
C -0.72666 1.76118 -1.75591
C -0.80660 3.09115 -1.28899
C -1.98310 3.79354 -1.33317
C -3.12692 3.20505 -1.83799
C -3.09572 1.88129 -2.23970
C -1.93153 1.15308 -2.17124
C 0.25454 -0.98782 -3.07330
C 0.78257 -2.19455 -3.46642
H 3.90009 -1.89695 -2.27258
H 2.98158 0.24436 -1.48590
H 1.32287 1.74088 -1.31395
H 0.07864 3.55469 -0.88673
H -2.01540 4.80750 -0.97103
H -4.04404 3.77085 -1.89717
H -3.99734 1.41525 -2.59894
H -1.97393 0.09451 -2.34349
H -0.71744 -0.71010 -3.43449
H 0.19153 -2.89502 -4.03012
```

---

3.
Molecular formula: C24H25F6N11O4S2Zr
Method: DFT, ωB97M-V/def2-TZVPD

## Properties
- orbital gap (eV) = 7.18
- E_HOMO (eV) = -8.68
- LUMO (eV) = -1.51

```
73
C24H25F6N11O4S2Zr | OMol25 | ωB97M-V/def2-TZVPD
Zr -0.68654 0.58974 -0.60893
C 2.81532 -2.98892 -1.86045
C 1.68940 -3.21368 -0.87968
C 0.36152 -3.18742 -1.33756
C 0.13656 -2.90289 -2.80560
C -0.68701 -3.51000 -0.46354
C -2.12283 -3.61595 -0.92746
C -0.39133 -3.88797 0.85627
C -1.48209 -4.36608 1.78341
C 0.92980 -3.91166 1.30675
C 1.20757 -4.44316 2.69090
C 1.96912 -3.51474 0.45445
C 3.38713 -3.41786 0.96608
H 2.59579 -3.45504 -2.82059
H 3.74533 -3.42453 -1.50583
H 2.98733 -1.92662 -2.04522
H 0.75158 -2.06841 -3.14594
H -0.89753 -2.67092 -3.04053
H 0.41578 -3.77169 -3.40854
H -2.52346 -4.60353 -0.69259
H -2.22887 -3.48129 -1.99775
H -2.77763 -2.88889 -0.43879
H -1.49710 -5.46040 1.82243
H -2.46953 -4.03594 1.47928
H -1.32493 -4.01511 2.80279
H 0.82739 -3.77927 3.47013
H 2.26764 -4.58974 2.87257
H 0.71601 -5.40861 2.82544
H 3.94154 -4.35026 0.82509
H 3.40613 -3.17447 2.02516
H 3.93225 -2.62968 0.45061
F 2.20446 1.53467 2.31208
C 1.03800 1.16049 2.81065
F 0.06982 1.94852 2.30358
F 1.04401 1.26994 4.12468
S 0.67884 -0.56998 2.29850
O 0.62626 -0.43773 0.82941
O 1.70871 -1.36206 2.85164
N -0.72398 -0.89218 2.90350
S -2.13137 -0.63326 2.28188
O -3.04372 -1.69307 2.49490
O -2.05168 -0.15928 0.86564
C -2.82034 0.84289 3.21622
F -4.11521 0.64885 3.37820
F -2.61774 1.95489 2.53548
F -2.22383 0.91839 4.39594
N 1.28717 3.67612 -0.97842
C 1.84966 2.49246 -1.37552
N 3.06410 2.32694 -1.83784
N 3.15281 0.99747 -2.08970
N 2.06815 0.39549 -1.79699
N 1.18230 1.32862 -1.33063
C -0.00924 3.75782 -0.56249
N -0.64438 4.85799 -0.23989
N -1.89163 4.45484 0.09734
N -2.01853 3.19314 -0.00680
N -0.81524 2.68242 -0.43262
H 1.82526 4.52337 -1.05865
C -1.56660 0.20379 -2.56896
C -3.02096 -0.08758 -2.39887
C -3.61383 -1.24102 -2.91663
C -4.94710 -1.52107 -2.69318
C -5.72467 -0.64654 -1.93469
C -5.16017 0.51899 -1.42712
C -3.82526 0.79458 -1.66889
C -7.11010 -0.94185 -1.69304
N -8.21793 -1.17868 -1.50113
H -1.43062 1.22456 -2.96376
H -1.05159 -0.48121 -3.23970
H -3.02218 -1.92025 -3.51700
H -5.39443 -2.41542 -3.10532
H -5.76638 1.20888 -0.85604
H -3.41931 1.72887 -1.29100
```

---

4.
Molecular formula: C24H25FMnN4O6S
Method: DFT, ωB97M-V/def2-TZVPD

## Properties
- multiplicity = 6
- energy above the lowest of the compared OMol25 structures with the same formula, charge and spin (eV) = 1.059
- orbital gap (spin up / spin down) (eV) = 3.21 / 5.46
- E_HOMO (spin up / spin down) (eV) = -4.54 / -6.82
- LUMO (spin up / spin down) (eV) = -1.33 / -1.36

```
62
C24H25FMnN4O6S | OMol25 | ωB97M-V/def2-TZVPD
Mn -3.43732 1.58242 0.37969
O -5.30243 1.52712 0.47713
N -6.11783 0.56475 0.81900
C -7.43274 0.84514 0.89159
C -8.35718 -0.10545 1.23601
C -7.91850 -1.40224 1.51048
C -6.57545 -1.67970 1.43441
C -5.64346 -0.69270 1.09316
S -3.97363 -1.00958 1.00838
H -7.67645 1.86993 0.66526
H -9.39968 0.15627 1.28811
H -8.62317 -2.17205 1.77438
H -6.18192 -2.66123 1.63115
F 2.80725 0.80225 2.41483
C 2.36452 0.46767 1.15905
C 1.04780 0.75776 0.89480
C 0.49454 0.50538 -0.38231
C -0.84939 0.87676 -0.65909
O -1.56498 1.45409 0.26719
C -1.32718 0.59699 -1.97592
C -0.50363 0.00859 -2.88487
N 0.79739 -0.35119 -2.61656
C 1.61759 -0.73761 -3.72261
C 2.20534 -2.11987 -3.83234
C 1.07272 -1.71273 -4.72205
C 1.32936 -0.10065 -1.35813
C 2.63572 -0.43400 -1.03907
C 3.20441 -0.13561 0.23274
N 4.57527 -0.51146 0.47301
C 5.09500 -0.20777 1.79805
C 6.53312 -0.74207 1.89615
N 6.65802 -1.79440 0.86191
C 6.68175 -1.17499 -0.48899
C 5.55892 -0.11775 -0.52570
C -2.72997 0.95677 -2.41688
O -3.04082 0.82005 -3.59076
O -3.51521 1.39373 -1.50255
H 0.42960 1.20664 1.65319
H -0.87408 -0.19771 -3.87533
H 2.22783 0.08066 -4.10595
H 1.99733 -2.82815 -3.04558
H 3.18752 -2.21783 -4.27500
H 0.10648 -2.14484 -4.51592
H 1.26308 -1.54286 -5.77028
H 3.24786 -0.93461 -1.77086
H 4.45569 -0.70633 2.52684
H 5.09298 0.86833 2.02052
H 6.72575 -1.15466 2.88593
H 7.26924 0.03529 1.69032
H 5.77287 -2.32178 0.90804
H 7.46214 -2.40675 1.01613
H 6.50558 -1.95740 -1.22617
H 7.66034 -0.72999 -0.66971
H 5.09892 -0.09120 -1.51120
H 5.97137 0.88073 -0.31995
C -3.91789 3.02028 4.35882
C -4.18050 2.94715 2.85339
O -5.15918 3.47849 2.35167
O -3.30155 2.29487 2.17995
H -4.69304 3.60957 4.83854
H -2.94645 3.47264 4.53761
H -3.90967 2.01680 4.77632
```

---

no.,DFT total energy (eV)
1,-154267.0378
2,-39585.6471
3,-89130.3359
4,-88409.7100